No. 1
One molecule with the formula C16H18N2O7S. Source: the OMol25 dataset; level of theory: wB97M-V/def2-TZVPD.

Element x y z (Å)
C  0.49041  -2.40844  -2.10909
O  0.49151  -2.70556  -0.72834
C  1.02686  -1.79704  0.14147
C  1.83756  -0.74427  -0.26517
C  2.33909  0.17038  0.64511
C  2.03429  0.04715  1.98716
C  1.24206  -1.00440  2.41001
C  0.73577  -1.94107  1.51302
O  -0.00104  -2.93665  2.08887
C  -0.77382  -3.81419  1.30879
C  -1.74591  -3.11907  0.36203
O  -2.31544  -3.65895  -0.54513
O  -1.90489  -1.83860  0.70730
C  -2.77476  -1.04766  -0.09211
C  -2.61903  0.42606  0.26590
O  -3.49868  1.23194  0.05402
N  -1.43178  0.74127  0.81679
C  -1.11008  2.10640  1.15753
C  -1.00961  3.00526  -0.08065
N  0.20879  2.79971  -0.84765
C  1.25656  3.68083  -0.71757
O  1.27075  4.60173  0.05389
C  2.37189  3.35033  -1.68150
S  1.87106  1.87699  -2.59861
C  0.31967  1.76458  -1.74444
O  -0.49034  0.90569  -1.94121
H  1.48965  -2.52055  -2.54024
H  0.11360  -1.40017  -2.30123
H  -0.18125  -3.14089  -2.55475
H  2.09360  -0.64909  -1.30767
H  2.97946  0.96821  0.30072
H  2.41625  0.75622  2.70511
H  0.99638  -1.13301  3.45184
H  -1.35766  -4.39450  2.03153
H  -0.15611  -4.50432  0.72326
H  -3.81507  -1.35225  0.06004
H  -2.53439  -1.18092  -1.15408
H  -0.73556  0.02192  0.93659
H  -1.91672  2.51001  1.77787
H  -0.17615  2.11837  1.72033
H  -1.00173  4.05207  0.23027
H  -1.86930  2.80872  -0.72445
H  2.53025  4.18260  -2.36880
H  3.30385  3.16521  -1.14677

Forces on atoms 1 to 6 (eV/Å):
C -0.05 0.04 -0.34
O 0.26 0.09 0.53
C 0.01 -0.06 0.08
C -0.06 -0.22 -0.03
C 0.02 0.06 0.01
C 0.03 0.03 -0.01

Output
SMILES   COc1ccccc1OCC(=O)OCC(=O)NCCN1C(=O)CSC1=O
HOMO level   -8.63 eV
Total energy   -45033.2498 eV
LUMO   0.013 hartree

natural (NBO) population analysis, charges in e, atoms 1 to 2: C -0.27; O -0.52


No. 2
One molecule with the formula C16H18N2OS2. Source: the OMol25 dataset; level of theory: wB97M-V/def2-TZVPD.

Element x y z (Å)
C  -2.34365  -0.63471  1.15064
O  -1.37510  0.31588  0.77671
C  -0.11409  0.16031  1.28045
C  0.31000  -0.94645  2.00317
C  1.57939  -0.99572  2.55286
C  2.46136  0.06445  2.41374
C  3.83226  0.02716  3.01627
C  2.04966  1.15907  1.66809
C  0.79401  1.21297  1.07601
N  0.47349  2.35861  0.33418
C  -0.26783  2.56206  -0.78080
S  -0.76152  4.11291  -1.11013
N  -0.61175  1.59573  -1.66359
C  -0.24475  0.27473  -1.85199
C  0.96811  -0.26499  -1.43080
C  1.25382  -1.60121  -1.64256
C  0.35693  -2.41762  -2.30944
C  -0.81543  -1.87507  -2.80780
C  -1.11774  -0.54448  -2.58586
S  -2.56357  0.15464  -3.37196
C  -3.66011  0.43395  -1.94200
H  -2.16844  -1.59568  0.65532
H  -3.30229  -0.23091  0.83069
H  -2.36397  -0.77799  2.23494
H  -0.35080  -1.78496  2.15086
H  1.87544  -1.87177  3.11003
H  4.56946  -0.22982  2.25520
H  3.88726  -0.71629  3.80706
H  4.10002  0.99875  3.42555
H  2.72075  1.99464  1.52709
H  0.77574  3.23329  0.74603
H  -1.28299  1.92540  -2.35647
H  1.70420  0.36893  -0.96630
H  2.19453  -1.99938  -1.29344
H  0.57978  -3.46128  -2.46840
H  -1.50436  -2.47910  -3.37831
H  -3.13577  0.99276  -1.17446
H  -3.99985  -0.52629  -1.56484
H  -4.50216  1.00746  -2.31577

Forces on atoms 1 to 6 (eV/Å):
C -0.21 -0.20 0.07
O 0.51 0.24 0.11
C -0.05 0.22 0.15
C -0.21 0.01 -0.11
C 0.07 0.12 -0.05
C -0.08 -0.04 0.05

Output
SMILES   COc1ccc(C)cc1NC(=S)Nc1ccccc1SC
HOMO level   -7.77 eV
Total energy   -43582.5330 eV
LUMO   0.022 hartree

natural (NBO) population analysis, charges in e, atoms 1 to 2: C -0.25; O -0.51


No. 3
One molecule with the formula C16H18N4O5S. Source: the OMol25 dataset; level of theory: wB97M-V/def2-TZVPD.

Element x y z (Å)
C  -2.74550  -3.88367  1.92774
O  -3.02109  -2.66775  1.24569
C  -2.45982  -1.57039  1.75388
O  -1.75854  -1.56487  2.73409
C  -2.79494  -0.34694  0.96930
C  -2.26875  0.86652  1.39804
C  -2.52386  2.03612  0.69160
C  -1.97022  3.33770  1.16960
O  -2.64316  4.28113  1.49894
N  -0.59438  3.39783  1.25444
C  0.31219  2.50621  0.75594
N  0.04940  1.52464  -0.03498
N  1.11429  0.80452  -0.35789
C  2.21915  1.19465  0.15026
C  3.56435  0.59916  -0.01918
C  3.65748  -0.60290  -0.97786
C  2.79414  -1.75736  -0.46948
C  5.12364  -1.04577  -1.01670
C  3.21437  -0.19723  -2.38339
S  2.01758  2.62974  1.17707
C  -3.33707  2.00054  -0.43020
C  -3.85387  0.78097  -0.85070
N  -4.68743  0.73900  -2.03551
O  -5.16804  -0.32877  -2.34133
O  -4.84936  1.77302  -2.64215
C  -3.58867  -0.39691  -0.17015
H  -1.67375  -4.09072  1.91309
H  -3.29262  -4.65868  1.39807
H  -3.07658  -3.81918  2.96600
H  -1.66111  0.87343  2.29086
H  -0.22582  4.24830  1.66520
H  3.91981  0.29486  0.97100
H  4.23801  1.38920  -0.36658
H  3.09668  -2.05098  0.53358
H  1.74857  -1.46574  -0.44847
H  2.90123  -2.61844  -1.12436
H  5.23898  -1.89799  -1.68142
H  5.46736  -1.33778  -0.02663
H  5.76223  -0.24309  -1.37942
H  3.33638  -1.03247  -3.06823
H  2.16917  0.09646  -2.38039
H  3.81219  0.63469  -2.75012
H  -3.56580  2.89928  -0.98317
H  -3.99680  -1.33032  -0.52608

Forces on atoms 1 to 6 (eV/Å):
C 0.18 -0.26 0.31
O -0.19 0.17 -0.31
C 0.11 0.10 0.14
O -0.03 -0.04 -0.04
C 0.00 0.31 -0.03
C -0.26 -0.09 -0.07

Output
SMILES   COC(=O)c1cc(C(=O)Nc2nnc(CC(C)(C)C)s2)cc([N+](=O)[O-])c1
HOMO level   -9.47 eV
Total energy   -43914.8488 eV
LUMO   -0.023 hartree

natural (NBO) population analysis, charges in e, atoms 1 to 2: C -0.26; O -0.50


No. 4
One molecule with the formula C16H18N4O8. Source: the OMol25 dataset; level of theory: wB97M-V/def2-TZVPD.

Element x y z (Å)
C  -3.73323  -0.70193  -2.18641
C  -3.62410  -1.66183  -1.00258
C  -2.40605  -2.56685  -1.17196
C  -3.60235  -0.96097  0.36986
N  -2.34587  -0.28866  0.68466
C  -2.08294  0.99507  0.31339
N  -3.02512  1.71549  -0.28205
C  -0.81429  1.56363  0.56066
C  -0.49795  2.85339  -0.00864
O  -1.33456  3.59520  -0.52476
C  0.94847  3.31632  -0.02068
O  1.79921  2.28101  -0.49636
C  2.99603  2.19326  0.10055
O  3.47638  3.02313  0.81703
C  3.64622  0.91639  -0.27658
C  3.12984  -0.17477  -0.94603
C  4.15298  -1.13196  -0.98410
C  5.21694  -0.54720  -0.33212
N  6.51760  -1.06642  -0.08669
O  7.31396  -0.36341  0.48773
O  6.72222  -2.19542  -0.48685
O  4.90859  0.68326  0.09278
C  0.12990  0.85734  1.39599
O  1.19345  1.28334  1.80095
N  -0.27712  -0.42511  1.78845
C  0.61163  -1.19627  2.64349
C  -1.45697  -1.02865  1.47351
O  -1.73821  -2.13762  1.86441
H  -3.80382  -1.27496  -3.10802
H  -2.85615  -0.06287  -2.26191
H  -4.62792  -0.08480  -2.11734
H  -4.52199  -2.28949  -0.99460
H  -1.49779  -1.97413  -1.26714
H  -2.29696  -3.22854  -0.31740
H  -2.51123  -3.17106  -2.06928
H  -3.71730  -1.73000  1.13835
H  -4.43382  -0.25948  0.46778
H  -3.88714  1.31305  -0.60080
H  -2.72343  2.66035  -0.55926
H  1.02182  4.18844  -0.67920
H  1.26389  3.60015  0.99167
H  2.14238  -0.25469  -1.34975
H  4.13841  -2.11052  -1.41828
H  0.09213  -1.47043  3.56065
H  1.47470  -0.57422  2.86716
H  0.91956  -2.10655  2.12974

Forces on atoms 1 to 6 (eV/Å):
C -0.04 -0.27 0.14
C 0.15 0.16 0.01
C -0.28 -0.07 0.10
C -0.39 -0.46 -0.14
N -0.18 0.00 -0.02
C 0.40 0.31 0.08

Output
SMILES   CC(C)Cn1c(N)c(C(=O)COC(=O)c2ccc([N+](=O)[O-])o2)c(=O)n(C)c1=O
HOMO level   -9.37 eV
Total energy   -39222.9217 eV
LUMO   -0.029 hartree

natural (NBO) population analysis, charges in e, atoms 1 to 2: C -0.62; C -0.22


No. 5
One molecule with the formula C16H18O3S. Source: the OMol25 dataset; level of theory: wB97M-V/def2-TZVPD.

Element x y z (Å)
C  1.23089  -2.62908  -4.40728
C  1.02496  -1.84841  -3.25940
C  1.46630  -0.46741  -3.24172
C  1.23747  0.27303  -1.94292
C  0.56937  -0.26694  -0.79184
C  0.54421  0.43213  0.49557
C  -0.35069  1.55019  0.34235
C  -1.68525  0.95637  -0.28051
O  -2.34163  1.06254  -1.41815
C  -2.30349  -0.23329  0.52462
C  -3.48169  -0.98651  0.18287
C  -3.63001  -1.91015  1.52306
C  -2.90801  -1.49712  2.38101
O  -2.02661  -0.46876  1.92564
S  2.22944  1.52777  0.78799
C  1.83435  1.77128  2.60254
C  1.48982  3.24267  2.90923
O  1.15691  3.58639  4.11789
C  0.39080  -1.69124  -0.71020
C  0.52964  -2.47619  -1.79140
H  2.33637  -3.08667  -4.47822
H  1.14264  -1.75584  -5.38314
H  0.51840  -3.44798  -4.39185
H  1.73741  0.07523  -3.90452
H  1.45010  1.32977  -1.81197
H  0.49706  -0.30237  1.46429
H  -0.66843  1.86085  1.46470
H  -0.09770  2.27390  -0.31417
H  -3.94389  -1.05592  -0.72106
H  -4.29149  -2.68412  1.58464
H  -2.55151  -1.66418  3.20062
H  2.56813  1.54907  3.29749
H  1.15129  1.23129  2.97368
H  2.22357  3.99577  2.33643
H  0.61170  3.48285  2.16925
H  2.03044  3.61853  4.57450
H  0.05314  -2.04698  0.06034
H  0.25599  -3.30048  -2.07036

Forces on atoms 1 to 6 (eV/Å):
C 2.10 0.15 -4.47
C 0.83 4.47 6.74
C -5.85 -7.54 12.62
C -1.71 -1.89 -0.07
C 4.05 -2.34 -2.24
C 3.46 -0.52 1.61

Output
SMILES   Cc1ccc([C@H](CC(=O)c2ccco2)SCCO)cc1
HOMO level   -8.29 eV
Total energy   -33848.8945 eV
LUMO   -0.011 hartree

natural (NBO) population analysis, charges in e, atoms 1 to 2: C -0.65; C 0.02